Density functional theory data (the ωB97M-V functional and the def2-TZVPD basis) for a structure of composition C33H41N5P2Pt.

Geometry as XYZ:
```
82
Properties=species:S:1:pos:R:3
Pt 0.604 -0.622 -0.031
C -3.250 0.713 1.670
N -1.997 0.291 1.033
P -1.308 0.939 -0.367
C -2.558 1.968 -1.135
C -2.708 3.306 -0.779
C -3.716 4.047 -1.375
C -4.545 3.470 -2.331
C -4.385 2.139 -2.693
C -3.388 1.383 -2.097
C -0.061 2.152 0.241
C 0.389 2.152 1.560
C 1.313 3.102 1.980
C 1.790 4.053 1.089
C 1.363 4.041 -0.231
C 0.460 3.082 -0.662
P -1.199 -1.185 1.263
C -1.296 -1.500 3.023
C -2.282 -2.306 3.592
C -2.345 -2.440 4.971
C -1.426 -1.790 5.784
C -0.411 -1.026 5.218
C -0.337 -0.893 3.842
C -2.184 -2.420 0.393
C -1.539 -3.304 -0.474
C -2.263 -4.290 -1.131
C -3.633 -4.385 -0.940
C -4.287 -3.481 -0.110
C -3.570 -2.502 0.557
H -3.198 1.767 1.941
H -3.394 0.135 2.581
H -4.108 0.571 1.014
H -2.054 3.763 -0.048
H -3.850 5.083 -1.092
H -5.316 4.067 -2.803
H -5.026 1.693 -3.443
H -3.244 0.346 -2.380
H -0.059 1.483 2.283
H 1.638 3.113 3.013
H 2.477 4.815 1.433
H 1.723 4.792 -0.924
H 0.125 3.078 -1.693
H -2.992 -2.837 2.975
H -3.117 -3.058 5.411
H -1.491 -1.889 6.860
H 0.321 -0.539 5.848
H 0.482 -0.335 3.401
H -0.471 -3.219 -0.631
H -1.759 -4.984 -1.792
H -4.196 -5.158 -1.445
H -5.360 -3.541 0.019
H -4.095 -1.802 1.196
C 4.349 -2.215 -0.598
C 3.300 -2.644 0.374
N 2.068 -2.189 0.586
C 1.539 -2.972 1.620
C 2.452 -3.882 2.012
N 3.550 -3.661 1.218
H 3.996 -1.478 -1.304
H 4.692 -3.076 -1.172
H 5.208 -1.799 -0.071
H 0.552 -2.829 2.007
H 2.416 -4.649 2.766
H 4.419 -4.167 1.268
C 3.694 0.456 -3.970
C 3.175 1.525 -3.002
C 2.800 2.780 -3.781
C 4.233 1.869 -1.956
N 1.934 1.103 -2.316
N 2.036 -0.072 -1.526
H 4.634 0.781 -4.419
H 2.982 0.289 -4.782
H 3.889 -0.499 -3.474
H 3.672 3.158 -4.314
H 2.441 3.561 -3.107
H 2.022 2.568 -4.520
H 5.087 2.335 -2.446
H 4.618 0.991 -1.425
H 3.829 2.574 -1.226
H 1.154 1.022 -2.956
H 2.886 0.008 -0.981
H 2.105 -0.923 -2.084
```

- Total charge: +2
- Gap between HOMO and LUMO: 7.39 eV
- Energy relative to the best compared isomer or geometry (same formula, charge and spin): 213.3 kJ/mol
- E_LUMO: -6.29 eV

The Löwdin scheme yields these atomic charges, measured in e: 0.806 -0.087 -0.476 0.944 -0.356 -0.072 -0.040 -0.037 -0.053 -0.084 -0.408 -0.110 -0.060 -0.060 -0.072 -0.134 0.808 -0.360 -0.064 -0.044 -0.039 -0.049 -0.098 -0.348 -0.102 -0.056 -0.047 -0.050 -0.095 0.092 0.083 0.086 0.115 0.120 0.121 0.118 0.108 0.071 0.113 0.116 0.113 0.105 0.101 0.120 0.120 0.118 0.095 0.072 0.115 0.119 0.118 0.098 0.023 -0.343 -0.031 -0.144 -0.036 0.124 0.030 0.105 0.106 0.054 0.134 0.180 -0.029 -0.619 -0.027 -0.023 -0.051 -0.113 0.099 0.093 0.064 0.101 0.076 0.094 0.102 0.072 0.085 0.126 0.058 0.093


Density functional theory data (the ωB97M-V functional and the def2-TZVPD basis) for a structure of composition C33H41N7P2S2Ti.

Geometry as XYZ:
```
86
Properties=species:S:1:pos:R:3
Ti 1.208 0.480 0.160
C 2.737 2.025 -1.707
C 3.893 1.415 -0.929
N 3.366 0.418 0.062
C 4.027 0.473 1.406
C 3.633 1.716 2.180
S 1.810 1.882 2.235
C 1.458 3.502 1.481
C 2.018 3.599 0.082
N 1.653 2.399 -0.741
H 3.085 2.892 -2.270
H 2.315 1.305 -2.412
H 4.594 0.936 -1.612
H 4.455 2.179 -0.397
H 3.571 -0.508 -0.304
H 3.725 -0.421 1.953
H 5.112 0.437 1.292
H 3.967 1.628 3.213
H 4.056 2.636 1.780
H 0.370 3.580 1.494
H 1.859 4.277 2.135
H 1.653 4.503 -0.405
H 3.101 3.679 0.111
H 0.827 2.663 -1.279
C 0.654 -2.979 -5.489
C 0.840 -3.154 -4.031
N 0.782 -4.270 -3.374
N 1.020 -3.926 -2.081
C 1.227 -2.633 -1.908
S 1.599 -1.947 -0.363
N 1.126 -2.115 -3.146
N 1.278 -0.760 -3.454
H 0.344 -3.931 -5.914
H 1.587 -2.683 -5.972
H -0.108 -2.228 -5.708
H 1.059 -4.652 -1.377
H 0.418 -0.448 -3.904
H 2.028 -0.678 -4.138
N -1.401 -1.005 0.600
P -0.436 -0.395 1.858
C 0.358 -1.731 2.730
C 1.251 -1.390 3.756
C 1.819 -2.389 4.532
C 1.485 -3.717 4.293
C 0.590 -4.053 3.280
C 0.033 -3.065 2.485
C -1.524 0.455 2.994
C -1.540 1.835 3.181
C -2.454 2.397 4.059
C -3.349 1.583 4.739
C -3.335 0.203 4.551
C -2.416 -0.371 3.688
P -1.112 -0.067 -0.783
C -2.026 1.478 -0.660
C -1.645 2.566 -1.462
C -2.369 3.749 -1.436
C -3.475 3.854 -0.600
C -3.871 2.774 0.182
C -3.155 1.587 0.156
C -1.821 -1.022 -2.124
C -2.268 -0.355 -3.271
C -2.880 -1.076 -4.286
C -3.047 -2.452 -4.157
C -2.593 -3.115 -3.021
C -1.970 -2.407 -2.003
H -2.355 -1.303 0.799
H 1.447 -0.350 3.994
H 2.496 -2.137 5.338
H 1.913 -4.497 4.911
H 0.321 -5.089 3.121
H -0.655 -3.329 1.690
H -0.854 2.476 2.645
H -2.467 3.468 4.218
H -4.057 2.021 5.431
H -4.028 -0.428 5.093
H -2.384 -1.451 3.582
H -0.849 2.452 -2.194
H -2.094 4.574 -2.082
H -4.044 4.774 -0.575
H -4.752 2.854 0.807
H -3.489 0.757 0.767
H -2.183 0.723 -3.356
H -3.250 -0.563 -5.164
H -3.550 -3.008 -4.937
H -2.738 -4.184 -2.924
H -1.629 -2.924 -1.114
```

- Total charge: +4
- Gap between HOMO and LUMO (alpha / beta): 6.05 / 6.05 eV
- Energy relative to the best compared isomer or geometry (same formula, charge and spin): 221.1 kJ/mol
- E_LUMO (alpha / beta): -13.10 / -13.10 eV

The Löwdin scheme yields these atomic charges, measured in e: 0.625 -0.138 -0.118 -0.192 -0.198 -0.332 0.962 -0.348 -0.184 -0.136 0.157 0.101 0.154 0.127 0.059 0.128 0.156 0.114 0.099 0.080 0.125 0.157 0.118 0.090 0.037 -0.280 0.197 0.073 -0.637 0.786 -0.068 0.144 0.114 0.108 0.089 0.186 0.100 0.130 -0.336 0.866 -0.408 -0.088 -0.025 -0.003 -0.023 -0.105 -0.360 -0.101 -0.031 -0.007 -0.018 -0.065 0.889 -0.368 -0.137 -0.034 -0.007 -0.017 -0.064 -0.356 -0.081 -0.030 -0.014 -0.034 -0.100 0.106 0.091 0.130 0.135 0.130 0.103 0.058 0.128 0.134 0.133 0.120 0.097 0.129 0.135 0.133 0.112 0.105 0.132 0.135 0.131 0.098


Density functional theory data (the ωB97M-V functional and the def2-TZVPD basis) for a structure of composition C33H42As2GeN2O11RuSe.

Geometry as XYZ:
```
93
Properties=species:S:1:pos:R:3
Ru 0.317 -0.355 -1.135
O -3.774 0.820 -4.610
C -3.200 2.012 -4.342
C -3.780 3.117 -4.960
C -3.264 4.377 -4.755
C -2.158 4.573 -3.927
C -1.589 3.482 -3.307
C -2.093 2.190 -3.496
C -1.442 1.063 -2.806
O -0.507 1.315 -1.921
N -1.820 -0.155 -3.057
N -1.080 -1.072 -2.286
C -1.520 -2.310 -2.345
C -0.962 -3.418 -1.720
C -1.630 -4.676 -1.873
C -1.103 -5.809 -1.359
C 0.150 -5.739 -0.691
C 0.818 -4.560 -0.540
C 0.262 -3.358 -1.020
O 0.929 -2.253 -0.833
H -3.249 0.123 -4.172
H -4.636 2.952 -5.604
H -3.726 5.224 -5.250
H -1.752 5.565 -3.779
H -0.730 3.602 -2.661
H -2.401 -2.455 -2.964
H -2.569 -4.702 -2.418
H -1.617 -6.754 -1.464
H 0.587 -6.645 -0.288
H 1.771 -4.509 -0.026
C 2.025 -2.619 2.874
O 1.516 -1.503 2.098
C 0.312 -1.692 1.568
O -0.329 -2.697 1.626
C -0.183 -0.376 0.896
C 0.115 0.864 1.581
As -0.182 0.911 3.488
C -0.908 2.687 3.817
C -1.900 -0.082 3.577
C -2.583 -0.721 2.631
As -2.186 -0.576 0.696
C -2.668 1.309 0.504
C -3.669 -1.680 3.105
O -3.560 -2.233 4.158
O -4.780 -1.914 2.374
C -5.194 -1.122 1.254
C -2.193 -0.214 5.078
O -1.344 -0.641 5.797
O -3.305 0.329 5.596
C -4.392 0.806 4.786
C 0.843 1.798 0.783
O 1.301 1.386 -0.290
O 0.992 3.018 1.235
C 1.666 3.963 0.363
H 3.003 -2.304 3.219
H 2.097 -3.506 2.254
H 1.362 -2.809 3.712
H -0.081 3.392 3.839
H -1.365 2.636 4.806
H -1.641 2.988 3.073
H -2.617 1.823 1.459
H -3.680 1.362 0.107
H -1.996 1.785 -0.209
H -6.266 -1.264 1.174
H -4.722 -1.460 0.341
H -5.010 -0.066 1.427
H -4.869 1.591 5.360
H -5.096 -0.005 4.617
H -4.046 1.213 3.840
H 1.424 4.939 0.766
H 1.305 3.863 -0.656
H 2.737 3.792 0.395
C 6.617 -0.198 0.963
Ge 5.575 0.558 -0.465
C 5.334 2.459 -0.278
C 6.322 0.141 -2.194
C 3.777 -0.245 -0.306
Se 2.685 -0.040 -1.904
C 3.108 -1.751 -2.673
H 7.654 0.138 0.894
H 6.604 -1.288 0.915
H 6.219 0.118 1.930
H 6.202 2.986 -0.677
H 5.218 2.726 0.775
H 4.449 2.782 -0.832
H 7.225 0.738 -2.338
H 5.631 0.388 -3.002
H 6.597 -0.913 -2.266
H 3.220 0.226 0.500
H 3.840 -1.317 -0.109
H 4.188 -1.780 -2.790
H 2.624 -1.815 -3.644
H 2.750 -2.527 -2.009
```

- Total charge: +1
- Gap between HOMO and LUMO (alpha / beta): 5.79 / 5.62 eV
- Multiplicity: 2
- E_LUMO (alpha / beta): -4.74 / -4.92 eV
- ⟨S²⟩: 0.779

The Löwdin scheme yields these atomic charges, measured in e: 1.223 0.068 -0.260 -0.006 -0.065 -0.081 -0.030 -0.085 -0.412 -0.191 0.077 -0.159 -0.048 -0.138 -0.020 -0.060 -0.025 -0.004 -0.324 -0.263 0.066 0.125 0.111 0.103 0.104 0.144 0.122 0.113 0.119 0.120 0.010 -0.067 -0.602 0.106 -0.454 -0.330 1.373 -0.271 -0.282 -0.280 1.328 -0.256 -0.501 0.164 -0.024 -0.080 -0.571 0.118 -0.004 -0.022 -0.514 -0.204 0.002 0.027 0.097 0.086 0.107 0.025 0.037 0.024 0.014 0.032 0.016 0.103 0.054 0.075 0.101 0.099 0.081 0.105 0.098 0.080 -0.210 0.730 -0.210 -0.220 -0.496 1.097 -0.315 0.033 0.028 0.029 0.033 0.031 0.013 0.033 0.017 0.030 0.018 0.039 0.029 0.046 0.019